<1>
Density functional theory data (wB97M-V/def2-TZVPD) for the molecule C6H6N2OS.

Output
Kohn-Sham gap: 7.494 eV
lowest unoccupied orbital energy: -1.154 eV
HOMO energy: -8.65 eV

Geometry (Å):
S 0.491 -0.679 -0.554
O -1.913 -0.380 0.341
N 5.111 1.235 0.240
N -0.527 -0.371 0.647
C 4.188 0.561 0.197
C 1.487 -1.877 0.212
C 2.942 -0.103 0.016
C 1.831 0.522 -0.397
C 2.798 -1.542 0.301
C -2.458 0.893 0.245
H 0.904 -2.769 0.482
H 3.399 -2.107 0.889
H -2.512 1.350 1.269
H 1.895 1.418 -1.022
H -3.524 0.682 -0.030
H -2.056 1.437 -0.579

<2>
Density functional theory data (wB97M-V/def2-TZVPD) for the molecule C6H6N2OS.

Output
Kohn-Sham gap (alpha / beta): 7.916 / 7.964 eV
lowest unoccupied orbital energy (alpha / beta): -0.555 / -0.624 eV
HOMO energy (alpha / beta): -8.47 / -8.59 eV

Geometry (Å):
S 1.414 1.585 1.921
O -2.413 1.247 -1.238
N -1.275 -0.605 -0.565
N -0.423 -1.179 0.300
C -0.630 1.445 0.368
C -0.568 2.807 0.784
C -1.559 0.767 -0.531
C 0.428 0.739 0.846
C 0.517 -2.082 -0.295
C 0.467 3.020 1.631
H -0.006 -3.014 -0.533
H -1.280 3.552 0.482
H 0.769 3.935 2.103
H 0.975 -1.698 -1.214
H -1.409 -1.038 -1.478
H 1.288 -2.300 0.440

According to the calculations, the structures order from most to least stable as <2>, <1>.

<1>
Density functional theory data (wB97M-V/def2-TZVPD) for the molecule C7H16O.

Output
Kohn-Sham gap: 9.877 eV
lowest unoccupied orbital energy: 0.785 eV
HOMO energy: -9.09 eV
SMILES: C[C@@H](CO)C(C)(C)C

Geometry (Å):
O 2.700 -1.564 -0.265
C -1.352 1.382 -0.436
C -1.657 -1.086 -0.607
C 1.655 1.186 -0.586
C 0.881 -0.115 -0.572
C 1.270 -1.102 0.427
C -0.850 0.026 0.072
C -1.076 -0.027 1.587
H -2.727 -0.986 -0.383
H 1.538 -0.711 1.407
H -2.425 1.498 -0.236
H -2.127 0.181 1.828
H 1.840 1.563 0.423
H 3.388 -0.942 0.016
H -1.210 1.492 -1.515
H 1.132 1.958 -1.156
H -0.879 -1.017 2.008
H -0.852 2.216 0.065
H -1.554 -1.048 -1.695
H 0.735 -2.046 0.430
H 0.770 -0.526 -1.576
H 2.619 1.034 -1.078
H -0.464 0.712 2.113
H -1.356 -2.081 -0.270

<2>
Density functional theory data (wB97M-V/def2-TZVPD) for a cluster of 2 separate species, C7H16O in total.

Output
Kohn-Sham gap: 10.656 eV
lowest unoccupied orbital energy: 0.921 eV
HOMO energy: -9.74 eV
SMILES: CC(C)C.CCC=O

Geometry (Å):
O 0.096 -1.953 -0.662
C 0.644 -1.347 0.248
C 0.183 1.232 -0.780
C 2.138 -1.227 0.399
C -2.036 2.466 -0.145
C 2.639 -2.342 1.319
C -1.409 1.089 -0.099
C -2.188 0.039 -0.824
H -3.020 -0.317 -0.219
H -2.985 2.454 0.394
H 0.717 1.925 -0.131
H 3.712 -2.256 1.475
H 2.607 -1.302 -0.583
H 2.151 -2.294 2.292
H -1.537 -0.859 -0.967
H 2.427 -3.314 0.880
H 0.844 0.498 -1.226
H 2.373 -0.252 0.835
H -1.391 3.210 0.319
H -2.537 0.384 -1.792
H 0.101 -1.163 1.196
H -1.225 0.795 0.938
H -2.224 2.773 -1.174
H -0.077 1.763 -1.694

According to the calculations, the structures order from most to least stable as <2>, <1>.

<1>
Density functional theory data (wB97M-V/def2-TZVPD) for a structure of composition C4H5ClO.

Output
Kohn-Sham gap: 8.975 eV
lowest unoccupied orbital energy: 0.905 eV
HOMO energy: -8.07 eV

Geometry (Å):
Cl 2.024 -0.747 0.594
O 1.565 1.618 -0.643
C -1.013 -1.390 -0.124
C 1.106 0.670 0.262
C -0.700 0.042 -0.258
C -1.699 -0.552 0.633
H 0.839 1.184 1.181
H -0.777 -2.394 -0.396
H -0.931 0.696 -1.029
H -2.655 -0.501 1.040
H 2.240 1.374 -1.260

<2>
Density functional theory data (wB97M-V/def2-TZVPD) for the molecule C4H5ClO.

Output
Kohn-Sham gap: 9.442 eV
lowest unoccupied orbital energy: 0.976 eV
HOMO energy: -8.47 eV
SMILES: ClC1=COCC1

Geometry (Å):
Cl 1.523 -1.338 1.821
O -1.503 0.302 -0.023
C -0.985 -0.499 0.983
C 0.836 0.096 -0.376
C -0.445 0.655 -0.925
C 0.317 -0.669 0.783
H 1.579 0.842 -0.017
H -0.456 1.743 -1.066
H -0.649 0.233 -1.909
H -1.623 -0.797 1.802
H 1.407 -0.568 -1.072

According to the calculations, the structures order from most to least stable as <2>, <1>.

<1>
Density functional theory data (wB97M-V/def2-TZVPD) for a cluster of 2 separate species, CH2FIO in total.

Output
Kohn-Sham gap: 9.942 eV
lowest unoccupied orbital energy: 0.182 eV
HOMO energy: -9.76 eV

Geometry (Å):
I -1.031 0.638 1.752
F 1.299 0.135 0.231
O -0.415 -0.885 -0.631
C 0.051 0.228 -0.015
H -0.016 1.485 -0.954
H 0.112 -1.601 -0.383

<2>
Density functional theory data (wB97M-V/def2-TZVPD) for a cluster of 2 separate species, CH2FIO in total.

Output
Kohn-Sham gap: 9.459 eV
lowest unoccupied orbital energy: -0.233 eV
HOMO energy: -9.69 eV

Geometry (Å):
I -1.700 1.167 -1.068
F 0.778 1.007 0.446
O -0.143 -1.019 0.488
C 0.033 0.094 -0.202
H 1.208 -0.300 -1.208
H -0.176 -0.949 1.545

According to the calculations, the structures order from most to least stable as <1>, <2>.